A molecular structure, C11H16MoN5O6. Source: OMol25; level of theory: the ωB97M-V functional and the def2-TZVPD basis.

```
39
Properties=species:S:1:pos:R:3:forces:R:3:nbo_charge:R:1
Mo 0.68975 -0.12600 0.08516 -0.6135 -0.2384 0.3590 1.64
N 2.84125 -0.71330 -0.39387 -0.0617 -0.1202 0.0095 -0.79
C 3.70004 0.49883 -0.27441 0.1185 0.0608 0.0298 -0.36
C 3.14072 1.45796 0.77267 -0.2546 -0.0297 -0.0085 0.66
O 3.66321 2.38174 1.27227 0.0762 -0.0235 -0.0295 -0.34
N 1.76448 1.03215 1.19031 0.4746 0.1448 -0.1639 -0.32
C 1.50797 0.95801 2.59850 0.1277 0.1291 0.0814 -0.40
C 1.12497 -0.50696 2.88843 -0.1142 -0.4138 -0.1658 0.77
O 1.00746 -1.06035 3.90256 0.0790 0.1255 0.0541 -0.33
O 0.82040 -1.15625 1.63416 0.1995 0.5455 -0.0849 -0.60
H 3.15584 -1.42038 0.27312 0.0055 -0.0106 -0.0263 0.44
H 2.97127 -1.13593 -1.31347 0.0622 -0.0008 0.0132 0.44
H 3.75229 1.01675 -1.23335 0.0392 0.0146 0.0356 0.27
H 4.72462 0.25340 0.01144 -0.0187 0.0101 0.0009 0.30
H 0.62721 1.56623 2.84766 0.0099 -0.0595 0.0715 0.31
H 2.35541 1.28896 3.20163 -0.0581 0.0113 0.0199 0.31
C 1.20673 2.29057 -3.71835 0.0364 -0.0271 0.1599 -0.25
O 1.40609 2.12005 -2.21402 0.0564 -0.0455 -0.1156 -0.39
C 1.10007 1.06971 -1.62934 -0.1153 -0.2009 0.3346 0.69
O 0.62535 -0.03381 -1.97625 -0.0435 0.2951 -0.1431 -0.49
H 0.29399 2.86938 -3.81207 0.0148 -0.0033 -0.0280 0.25
H 1.14294 1.30303 -4.16449 -0.0099 0.0178 -0.0219 0.22
H 2.08244 2.84761 -4.03033 -0.0235 0.0006 -0.0153 0.26
C -3.75348 1.16998 1.20394 0.0445 -0.0148 -0.0031 -0.42
N -3.16605 -0.07873 0.65374 0.0758 -0.0161 -0.0393 -0.33
C -3.97147 -1.18364 0.44714 0.0509 -0.0556 -0.0275 0.14
C -3.47580 -2.33240 -0.04972 -0.0079 0.0481 0.0104 -0.30
C -2.08438 -2.40320 -0.37844 -0.0726 0.0229 -0.0018 0.51
N -1.32482 -1.29341 -0.18192 0.0041 -0.0985 0.0253 -0.60
C -1.88858 -0.20288 0.33733 -0.1386 -0.1530 -0.1691 0.77
O -1.00911 0.76469 0.52589 0.0859 0.0582 -0.1811 -0.60
N -1.54512 -3.49702 -0.86190 0.0093 -0.0181 -0.0125 -0.67
H -4.57193 1.47082 0.55441 -0.0087 0.0261 0.0326 0.26
H -2.99037 1.93989 1.22202 -0.0310 0.0132 0.0111 0.25
H -4.11310 0.96754 2.21021 -0.0144 0.0319 -0.0065 0.26
H -5.01238 -1.05554 0.71432 -0.0016 -0.0131 -0.0047 0.28
H -4.12388 -3.18452 -0.19887 0.0126 -0.0137 -0.0074 0.29
H -2.10524 -4.32540 -1.01215 0.0041 -0.0009 0.0015 0.45
H -0.56879 -3.55758 -1.10394 0.0009 0.0012 0.0057 0.43
```
Positions in Å, forces in eV/Å.

Properties
energy relative to the best compared isomer or geometry (same formula, charge and spin) = 12.7 kJ/mol
2S+1 = 1
HOMO energy (spin up / spin down) = -19.7 / -19.7 eV
Kohn-Sham gap (spin up / spin down) = 7.01 / 6.23 eV
charge = +3
energy = -1221.156510 a.u.

---

A molecular structure, C12H17AuN3O4S. Source: OMol25; level of theory: the ωB97M-V functional and the def2-TZVPD basis.

```
38
Properties=species:S:1:pos:R:3:forces:R:3:nbo_charge:R:1
Au -0.45085 0.70036 1.02869 0.0685 -0.1339 0.1186 1.17
O -3.87488 3.00320 1.95247 -0.0339 -0.1152 -0.0418 -0.57
C -2.74687 2.44778 1.67350 -0.0456 0.0498 0.0384 0.81
O -2.60301 1.26513 1.34422 -0.1427 -0.0766 0.0061 -0.62
C -1.56368 3.36163 1.77604 0.0429 -0.0693 -0.0215 0.09
C -1.59756 4.71021 2.07726 -0.0090 0.0891 0.0414 -0.12
C -0.39007 5.40035 2.10579 -0.0074 0.0280 0.0048 -0.08
C 0.80402 4.73066 1.84539 0.0312 0.0901 0.0473 -0.15
C 0.75654 3.37950 1.56247 -0.0051 -0.0905 -0.0219 0.08
N -0.41379 2.73796 1.52937 -0.0023 0.0015 -0.1340 -0.46
C 1.91037 2.46697 1.24340 0.0550 0.0295 -0.0005 0.82
O 3.13886 2.84721 1.32271 -0.0256 0.1014 0.0068 -0.55
O 1.68449 1.30287 0.88685 0.0646 -0.1240 0.0277 -0.62
H -4.63699 2.39154 1.88529 0.0640 0.0645 0.0083 0.55
H -2.53945 5.20372 2.27973 0.0097 0.0060 -0.0053 0.29
H -0.37636 6.45977 2.32867 -0.0014 -0.0011 0.0030 0.29
H 1.73887 5.27785 1.86302 -0.0250 0.0065 0.0070 0.27
H 3.29478 3.75720 1.63000 -0.0100 -0.0805 -0.0401 0.53
C 2.88318 -4.04192 -1.74582 -0.0473 0.0381 0.0636 -0.63
C 2.58787 -2.55105 -1.78213 -0.0439 -0.0851 -0.0035 -0.23
N 1.74409 -2.10810 -0.63064 0.1081 0.0491 -0.0502 -0.51
C 0.44002 -2.18454 -0.60775 0.0452 -0.0630 0.0296 0.36
S -0.41545 -1.68229 0.89008 -0.0296 0.2525 0.0583 0.35
N -0.31765 -2.67389 -1.55086 -0.2242 0.0212 -0.0487 -0.52
C -1.79885 -2.68298 -1.51908 0.0523 -0.1349 0.0356 -0.20
C -2.34546 -3.94358 -2.15527 0.0058 0.0289 -0.0027 -0.63
H 3.53715 -4.28931 -2.58046 -0.0005 -0.0044 -0.0172 0.27
H 1.98082 -4.64955 -1.83609 0.0193 0.0017 0.0059 0.21
H 3.39583 -4.31682 -0.82508 0.0089 -0.0154 -0.0076 0.24
H 2.07464 -2.25134 -2.69744 -0.0018 0.0519 0.0056 0.22
H 3.49853 -1.96113 -1.72344 0.0232 0.0205 0.0275 0.25
H 2.23107 -1.83207 0.21210 0.0067 0.0121 -0.0073 0.44
H 0.13259 -3.10225 -2.35346 -0.0233 0.0161 -0.0461 0.45
H -2.17446 -1.78172 -2.00094 0.0342 0.0435 -0.0799 0.23
H -2.10241 -2.63131 -0.45552 0.0397 -0.0195 -0.0064 0.21
H -2.06834 -3.98375 -3.21040 -0.0009 -0.0075 -0.0264 0.25
H -3.43235 -3.93440 -2.10603 -0.0137 0.0068 -0.0048 0.27
H -1.98524 -4.84193 -1.65664 0.0138 0.0122 0.0304 0.24
```
Positions in Å, forces in eV/Å.

Properties
energy relative to the best compared isomer or geometry (same formula, charge and spin) = 0.0 kJ/mol
2S+1 = 3
HOMO energy (spin up / spin down) = -19.8 / -19.8 eV
Kohn-Sham gap (spin up / spin down) = 8.96 / 5.90 eV
charge = +3
energy = -1465.517134 a.u.

---

2 unconnected molecules or ions with the total composition C23H25N2O at a distorted geometry. Source: OMol25; level of theory: the ωB97M-V functional and the def2-TZVPD basis.

```
51
Properties=species:S:1:pos:R:3:forces:R:3:nbo_charge:R:1
C -5.87708 -0.56099 0.53165 0.0456 0.0780 -0.2652 -0.40
N -4.86437 0.06231 1.35881 -0.2897 0.6078 -0.0617 -0.50
C -5.30949 0.35107 2.71272 0.2786 -0.2132 0.0890 -0.40
C -3.50923 -0.04983 1.02618 0.3945 -0.2086 0.1010 0.29
C -2.88538 0.92263 0.20487 -0.1752 -0.2111 0.0325 -0.22
C -1.52573 0.87241 -0.03914 -0.1243 0.2765 0.0591 -0.15
C -0.73359 -0.17462 0.48196 -0.1963 0.0154 -0.3800 -0.10
C 0.69687 -0.11426 0.38899 -0.5659 -0.3258 1.3301 0.26
C 1.55040 -1.27083 0.55369 1.3085 0.0375 0.2926 -0.10
C 2.84995 -0.81777 0.95083 -0.3488 -1.1388 0.4506 0.02
C 3.80157 -1.69596 1.45871 -0.3424 0.7278 -0.4285 -0.19
C 3.51765 -3.06797 1.44406 -0.6319 0.0468 -0.1533 -0.11
C 2.27388 -3.52688 0.97165 0.3090 -0.0341 0.0798 -0.22
C 1.27876 -2.63609 0.55384 0.2047 -0.1535 -0.2849 -0.13
C 2.82872 0.64280 0.98700 -0.4581 1.0039 0.3596 -0.01
C 1.50614 1.07846 0.62251 1.3322 0.0366 0.0973 -0.08
C 1.19369 2.42795 0.76585 0.1410 0.0825 -0.2798 -0.11
C 2.19819 3.32116 1.17300 0.3506 0.0331 0.1570 -0.22
C 3.46509 2.87066 1.58556 -0.6883 0.0427 -0.2087 -0.12
C 3.77141 1.50583 1.53129 -0.4466 -0.7634 -0.4894 -0.18
C -1.39280 -1.21655 1.19579 0.2156 -0.0841 0.0968 -0.12
C -2.73742 -1.13091 1.50455 0.1079 0.2580 -0.1541 -0.25
H -5.44230 -0.85302 -0.42874 -0.1667 0.0440 0.1061 0.21
H -6.28927 -1.45576 1.02313 0.0550 0.0540 -0.1298 0.19
H -6.70000 0.14415 0.35355 0.0940 -0.1980 -0.0352 0.20
H -4.49001 0.77037 3.30567 -0.1715 -0.0566 -0.1140 0.21
H -6.12967 1.08377 2.68100 0.2242 -0.1587 0.0076 0.21
H -5.68569 -0.55385 3.21445 0.0605 0.1221 0.0351 0.18
H -3.49266 1.73682 -0.19563 0.1663 -0.2875 0.1317 0.25
H -1.04286 1.63807 -0.64994 -0.2449 -0.2544 0.1049 0.24
H 4.72480 -1.28287 1.87479 -0.2199 -0.4047 -0.1992 0.23
H 4.25617 -3.76830 1.83072 -0.2233 0.0756 -0.1648 0.24
H 2.07699 -4.59862 0.94015 0.0437 0.3157 0.0623 0.24
H 0.31353 -2.99603 0.21038 0.2646 -0.1369 -0.0085 0.23
H 0.19171 2.78414 0.54530 0.2712 0.1204 0.0947 0.23
H 1.99234 4.39332 1.18725 -0.0348 -0.3937 0.1163 0.24
H 4.20309 3.56394 1.98588 -0.2511 -0.0444 -0.1796 0.24
H 4.70741 1.08811 1.90990 -0.2192 0.3807 -0.1451 0.23
H -0.82452 -2.06997 1.56253 -0.1823 0.4361 0.0896 0.23
H -3.21132 -1.90645 2.11203 0.1446 0.3028 -0.2177 0.24
O 1.18332 1.23553 -5.34863 0.2423 0.0943 -0.7059 -0.74
C 2.07643 0.18692 -4.96010 -0.2185 0.1939 0.4162 -0.07
C 2.20174 0.37911 -3.45696 0.6883 0.3286 -0.1177 -0.23
N 0.87989 0.44856 -2.90896 -0.9079 0.1157 0.7637 -0.86
H 1.40363 1.52751 -6.24144 -0.1400 -0.1248 0.1730 0.48
H 1.58545 -0.78036 -5.14568 0.3283 0.0535 -0.1912 0.16
H 3.03798 0.27101 -5.48088 -0.1740 -0.1745 0.1614 0.18
H 2.80679 -0.39913 -2.96939 -0.0267 0.0677 -0.2968 0.18
H 2.67173 1.35729 -3.28471 0.3401 -0.2254 -0.0991 0.18
H 0.15157 0.30094 -3.59439 -0.0418 -0.0978 0.3354 0.39
H 0.74652 -0.03781 -2.03568 -0.1208 -0.2616 -0.4336 0.34
```
Positions in Å, forces in eV/Å.

Properties
energy relative to the best compared isomer or geometry (same formula, charge and spin) = 132.5 kJ/mol
2S+1 = 1
HOMO energy = -11.1 eV
Kohn-Sham gap = 5.19 eV
charge = +1
energy = -1075.885692 a.u.

---

2 unconnected molecules or ions with the total composition C4H15N2OS at a distorted geometry. Source: OMol25; level of theory: the ωB97M-V functional and the def2-TZVPD basis.

```
23
Properties=species:S:1:pos:R:3:forces:R:3:nbo_charge:R:1
C -0.47968 -0.66054 1.65993 -0.1148 3.1436 2.2008 -0.30
N 0.28489 0.55232 1.17307 -1.5346 -1.2099 -0.8115 -0.68
C -0.51352 1.79015 0.79228 -2.2345 -3.0887 -0.3997 -0.22
C 0.35704 2.68226 -0.04739 0.1267 0.5546 0.1970 -0.55
S 0.96068 4.04664 0.97758 1.2327 0.0977 0.3538 -0.03
C -0.65527 -1.57132 0.57742 -2.8693 -3.8906 -3.8297 -0.22
N 0.59780 -1.70750 -0.28635 -0.2409 1.8907 -3.9579 -0.72
H -1.46389 -0.31506 2.06369 0.4484 -0.4952 -0.4651 0.24
H -0.07086 -1.22371 2.50875 0.7279 0.7404 -0.0358 0.23
H 1.01136 0.73813 1.80877 0.8881 0.7464 0.8909 0.38
H -0.90246 2.20870 1.72353 0.0715 0.5626 -0.2598 0.21
H -1.52692 1.39325 0.21370 2.6692 0.9540 1.1642 0.19
H 1.14127 2.11240 -0.53799 0.1972 -0.0177 0.2847 0.23
H -0.12769 3.23531 -0.81191 -1.0636 -0.1823 -0.8441 0.24
H 2.20243 4.13069 0.43393 -0.4412 0.0540 0.2330 0.14
H -1.49600 -1.23202 -0.15422 1.5828 -0.5617 1.1104 0.23
H -0.97674 -2.69494 0.89629 0.9059 2.7113 -0.6423 0.25
H 0.51238 -2.37510 -1.11639 -0.2898 0.3813 1.4436 0.47
H 1.40771 -1.96461 0.24883 0.6142 0.0134 0.3291 0.43
H 0.83445 -0.75485 -0.89437 -0.7116 -2.5155 2.7670 0.48
H 0.20142 -2.61614 -4.23678 0.8718 0.7872 -1.8756 0.48
H -1.13751 -2.79456 -3.52641 1.4870 -0.3867 -0.0500 0.48
O -0.16090 -2.97948 -3.46596 -2.3231 -0.2889 2.1970 -0.96
```
Positions in Å, forces in eV/Å.

Properties
energy relative to the best compared isomer or geometry (same formula, charge and spin) = 207.4 kJ/mol
2S+1 = 1
HOMO energy = -11.8 eV
Kohn-Sham gap = 8.38 eV
charge = +1
energy = -744.034355 a.u.

---

Question: What is the energy in the third record?
Answer: -1075.885692 a.u.